Entry from OMol25: 2 unconnected molecules or ions with the total composition C3H8N2O in a non-equilibrium geometry (ωB97M-V with the def2-TZVPD basis set).

Calculated values
HOMO level, eV: -9.03
ΔE to the lowest compared entry with this formula, charge and spin, kcal per mole: 40.6
Molecular weight, g mol⁻¹: 88.11
Frontier orbital gap, Ha: 0.367
Largest force on an atom, eV/A: 1.403
SMILES: [H]/N=C/N.CC=O

Structure (ORCA input):
```
! RIJCOSX wB97M-V def2-TZVPD def2/J DEFGRID3
* xyz 0 1
H 3.929 -0.508 0.241
N 2.913 -0.483 0.288
C 2.545 0.727 0.365
N 1.216 1.080 0.490
H 3.237 1.571 0.409
H 0.935 1.903 -0.004
H 0.571 0.307 0.572
C -2.569 -0.196 -0.594
C -1.749 -1.252 0.088
O -0.569 -1.389 -0.136
H -2.263 -0.135 -1.603
H -2.327 0.797 -0.209
H -3.630 -0.418 -0.623
H -2.241 -2.001 0.715
*
```

Atomic partial charges in e from the Löwdin method, atoms 1 to 8:
1. H 0.027
2. N 0.061
3. C -0.396
4. N 0.065
5. H 0.107
6. H 0.073
7. H 0.046
8. C -0.047